Record 1
Molecular formula: C3H4N2O
Method: DFT, wB97M-V/def2-TZVPD

Each line ends with the Mulliken charge.
Positions of all 10 atoms, in Å:
O1 2.950 -0.387 -0.216  -0.33
C1 0.783 -0.143 -0.625  0.44
N1 1.817 -0.730 -0.935  -0.23
N2 -1.623 -1.056 0.549  -0.56
C2 -1.451 0.182 0.311  0.01
C3 -0.243 0.643 -0.382  -0.58
H1 2.676 0.092 0.588  0.33
H2 -2.529 -1.212 0.988  0.24
H3 -2.186 0.967 0.525  0.34
H4 -0.194 1.644 -0.804  0.33

Results
structure (SMILES)	[H]/N=C/C=C=NO
multiplicity	1
E_HOMO	-9.69	eV
ΔE to the lowest compared entry with this formula, charge and spin	97.1	kcal per mole
energy	-8199.6736	eV
charge	0


Record 2
Molecular formula: C7H12
Method: DFT, wB97M-V/def2-TZVPD

Each line ends with the Mulliken charge.
Positions of all 19 atoms, in Å:
C1 -1.778 0.758 0.178  -1.01
C2 -1.275 -0.651 -0.087  0.30
C3 -0.230 -0.741 -1.235  -0.70
C4 0.849 -0.867 -0.176  0.35
C5 2.162 -0.679 -0.173  -0.93
C6 0.884 2.550 0.455  -0.51
C7 -0.180 -1.126 0.910  -0.71
H1 -2.397 1.122 -0.650  0.34
H2 -0.951 1.483 0.300  0.04
H3 -2.373 0.803 1.097  0.34
H4 -2.123 -1.336 -0.191  0.41
H5 -0.335 -1.651 -1.837  0.26
H6 -0.166 0.120 -1.911  0.29
H7 2.703 -0.439 -1.085  0.28
H8 2.745 -0.765 0.742  0.28
H9 1.343 2.234 -0.510  0.20
H10 1.466 1.928 1.174  0.20
H11 -0.080 -0.554 1.840  0.30
H12 -0.265 -2.190 1.160  0.26

Results
multiplicity	1
E_HOMO (spin up / spin down)	-9.18 / -9.14	eV
ΔE to the lowest compared entry with this formula, charge and spin	134.4	kcal per mole
energy	-7447.6015	eV
charge	0


Record 3
Molecular formula: C35H61F2NO6S2
Method: DFT, wB97M-V/def2-TZVPD

Each line ends with the Mulliken charge.
Positions of all 107 atoms, in Å:
C1 2.698 -0.574 1.398  -0.55
C2 1.256 -1.289 1.304  0.82
C3 1.077 -2.345 0.122  -1.34
C4 -0.006 -2.053 -1.013  0.89
S1 -0.104 -3.757 -1.845  -0.20
C5 0.358 -0.861 -2.082  0.52
C6 -0.272 -1.275 -3.493  -0.94
C7 -0.493 -0.161 -4.616  -0.53
O1 -0.028 -0.689 -5.918  -0.59
C8 1.972 -0.828 -2.318  0.40
F1 2.470 -2.120 -2.791  -0.50
C9 2.483 0.293 -3.329  0.39
C10 4.114 0.315 -3.270  -1.16
C11 -0.100 0.612 -1.529  0.44
F2 0.949 1.081 -0.624  -0.29
C12 -1.590 0.827 -1.101  1.34
C13 -2.066 1.407 0.283  -0.71
C14 -1.097 1.711 1.484  -0.28
O2 -1.630 2.277 2.496  -0.62
C15 -2.373 1.733 -2.224  -1.83
C16 -1.785 3.141 -2.572  -0.16
C17 -1.210 4.066 -1.428  0.14
O3 -1.805 5.173 -1.214  -0.64
N1 -0.032 3.803 -0.583  0.10
C18 1.247 4.067 -1.260  0.51
C19 1.457 4.377 -2.758  -0.33
C20 2.882 4.590 -3.346  -0.59
C21 4.167 4.522 -2.463  -0.54
C22 3.941 4.254 -0.940  -0.49
C23 2.528 4.024 -0.342  -0.43
O4 -2.338 -0.446 -1.286  -0.29
S2 -1.733 -1.705 -0.409  1.59
O5 -2.615 -2.897 -0.776  -0.69
O6 -1.870 -1.616 1.094  -0.72
H1 3.123 -0.761 2.464  -0.12
H2 2.500 0.566 1.356  0.06
H3 3.448 -0.910 0.602  0.26
H4 1.105 -1.832 2.314  0.45
H5 0.425 -0.518 1.236  -0.78
H6 0.737 -3.332 0.627  0.52
H7 2.133 -2.604 -0.273  0.35
H8 -0.335 -4.684 -0.839  0.25
H9 -1.331 -1.705 -3.297  0.31
H10 0.314 -2.113 -4.036  0.62
H11 -1.627 -0.001 -4.791  0.61
H12 0.074 0.817 -4.496  -0.12
H13 -0.824 -1.023 -6.400  0.37
H14 2.558 -0.647 -1.345  -0.45
H15 2.222 0.098 -4.428  0.30
H16 2.162 1.366 -3.063  -0.43
H17 4.522 0.942 -4.151  0.37
H18 4.393 0.902 -2.313  0.21
H19 4.565 -0.731 -3.217  0.29
H20 0.120 1.293 -2.441  -0.57
H21 -2.662 2.392 0.126  0.71
H22 -2.884 0.710 0.723  0.28
H23 0.020 1.523 1.598  0.35
H24 -3.447 1.865 -1.811  0.56
H25 -2.490 1.102 -3.166  0.29
H26 -0.939 3.004 -3.354  0.11
H27 -2.588 3.752 -3.136  0.36
H28 -0.096 4.462 0.218  0.43
H29 0.572 4.457 -3.466  0.37
H30 3.015 4.784 -4.461  0.31
H31 5.215 4.660 -2.892  0.35
H32 4.830 4.224 -0.229  0.32
H33 2.379 3.827 0.784  0.27
C24 2.731 -1.575 5.248  -1.02
C25 3.348 -1.285 6.609  -0.57
C26 4.506 -0.288 6.549  -0.71
C27 5.717 -0.739 5.727  -0.52
C28 6.355 -2.056 6.173  -0.38
C29 6.918 -2.006 7.586  -1.20
H34 3.449 -2.041 4.568  0.26
H35 1.886 -2.260 5.357  0.41
H36 2.362 -0.656 4.784  0.30
H37 3.672 -2.222 7.072  0.29
H38 2.571 -0.874 7.262  0.36
H39 4.824 -0.059 7.571  0.33
H40 4.138 0.657 6.131  0.36
H41 6.474 0.053 5.766  0.40
H42 5.430 -0.826 4.674  0.15
H43 7.172 -2.293 5.482  0.36
H44 5.636 -2.877 6.091  0.25
H45 7.670 -1.217 7.680  0.29
H46 7.395 -2.958 7.835  0.37
H47 6.135 -1.826 8.327  0.28
C30 -6.090 -0.066 0.653  -1.32
C31 -5.757 -1.295 -0.184  0.23
C32 -5.987 -1.088 -1.681  0.17
C33 -7.435 -0.796 -2.087  -0.93
C34 -8.456 -1.858 -1.675  -0.42
C35 -8.203 -3.217 -2.313  -1.17
H48 -7.148 0.198 0.581  0.42
H49 -5.868 -0.258 1.707  0.40
H50 -5.496 0.796 0.335  0.15
H51 -6.332 -2.152 0.178  0.41
H52 -4.703 -1.544 -0.028  -0.28
H53 -5.631 -1.974 -2.216  0.42
H54 -5.359 -0.257 -2.025  -0.30
H55 -7.470 -0.674 -3.177  0.40
H56 -7.744 0.168 -1.669  0.34
H57 -9.451 -1.513 -1.975  0.40
H58 -8.482 -1.961 -0.586  0.23
H59 -8.213 -3.143 -3.404  0.29
H60 -8.984 -3.923 -2.016  0.38
H61 -7.244 -3.636 -2.004  0.28

Results
structure (SMILES)	CCC[C@]1(S)[C@](CCO)([C@@H](F)CC)[C@H](F)[C@@](CC=O)(CCC(=O)Nc2ccccc2)OS1(=O)=O.CCCCCC.CCCCCC
multiplicity	1
E_HOMO	-8.91	eV
energy	-78155.1237	eV
charge	0


Record 4
Molecular formula: C3H6O2S
Method: DFT, wB97M-V/def2-TZVPD

Each line ends with the Mulliken charge.
Positions of all 12 atoms, in Å:
O1 2.405 -0.637 -0.673  -0.56
C1 1.323 -0.131 -0.460  0.62
O2 1.277 1.239 -0.207  -0.38
C2 -0.164 -0.495 -0.721  -0.48
C3 -1.079 -0.623 0.646  -0.70
S1 -1.174 0.711 1.879  -0.18
H1 2.124 1.524 -0.247  0.27
H2 -0.060 -1.411 -1.357  0.31
H3 -0.663 0.258 -1.399  0.28
H4 -2.131 -0.734 0.363  0.37
H5 -0.663 -1.416 1.211  0.34
H6 -1.196 1.716 0.964  0.11

Results
structure (SMILES)	O=C(O)CCS
multiplicity	1
E_HOMO	-9.20	eV
ΔE to the lowest compared entry with this formula, charge and spin	25.4	kcal per mole
energy	-18137.8452	eV
charge	0